Entry from the OMol25 dataset: C29H22BCl5IN8O2Ti as an isolated structure (ωB97M-V with the def2-TZVPD basis set).

XYZ file:
```
69
Properties=species:S:1:pos:R:3:forces:R:3
Ti -0.539768 0.353781 0.321758 -1.575 0.479 1.896
C -4.076151 -2.173494 0.102924 0.087 -0.023 0.002
C -3.436974 -0.941127 0.041335 -0.072 0.273 -0.047
N -2.192106 -1.033975 0.491894 0.411 -0.466 -0.117
N -1.989744 -2.324003 0.820567 0.128 0.187 0.260
C -3.108346 -3.021555 0.609257 -0.057 -0.136 0.026
B -0.632971 -2.915563 1.295964 -0.258 -0.144 0.126
N 0.229443 -1.898754 2.096287 0.195 0.237 -0.119
C 0.951636 -2.238011 3.166889 -0.065 -0.079 0.092
C 1.950462 -1.303514 3.370720 -0.037 -0.074 -0.009
C 1.776379 -0.397188 2.337047 -0.060 0.306 -0.090
N 0.738834 -0.746742 1.574191 0.026 -0.470 -0.156
N 0.162868 -3.384587 0.087016 0.121 0.060 -0.079
C 0.550060 -4.633494 -0.235759 0.098 0.142 -0.142
C 1.242543 -4.565644 -1.425439 -0.115 0.059 0.000
C 1.212028 -3.200493 -1.760569 0.080 -0.091 0.016
N 0.568027 -2.494761 -0.842016 -0.105 -0.011 0.148
H -5.086125 -2.410905 -0.173793 -0.047 -0.019 -0.004
H -3.815013 0.008466 -0.305716 -0.018 -0.049 0.022
H -3.135144 -4.074134 0.831513 -0.037 -0.041 0.013
H -0.845026 -3.850814 2.024157 -0.040 0.042 -0.070
H 0.710433 -3.141665 3.697592 0.031 -0.037 0.066
H 2.687955 -1.284882 4.150904 0.033 0.002 0.028
H 2.308618 0.519061 2.130130 -0.014 -0.045 0.036
H 0.303257 -5.464021 0.401426 0.006 -0.064 0.031
H 1.690484 -5.374401 -1.972345 0.029 -0.039 -0.037
H 1.632185 -2.704427 -2.621490 0.039 -0.059 -0.005
C -2.081054 -1.195322 -3.803234 -0.111 -0.023 -0.003
C -0.646952 -0.812042 -3.674427 0.319 0.019 -0.080
N 0.203585 -1.092794 -4.626318 0.185 -0.013 -0.021
C 1.525122 -0.803755 -4.470148 -0.077 0.019 -0.010
C 2.060797 -0.190275 -3.372585 -0.259 0.032 -0.120
C 3.534129 0.056119 -3.249524 -0.025 -0.089 -0.055
O 4.130151 -0.782031 -2.272737 0.143 0.018 0.168
C 1.142222 0.192144 -2.353201 0.581 -0.032 0.711
C 1.491657 1.180194 -1.367549 0.267 0.224 -1.016
N 0.586043 1.827151 -0.681917 0.135 0.282 -0.265
C 0.593694 3.254971 -0.698610 0.170 -0.530 0.404
C 1.728001 4.011612 -0.966566 0.014 0.227 0.023
C 1.654148 5.394301 -1.005996 0.044 -0.048 -0.014
C 0.444820 6.038626 -0.803114 -0.101 -0.036 -0.001
C -0.698120 5.292994 -0.555875 0.133 -0.028 0.004
C -0.620781 3.909898 -0.497473 0.280 0.320 -0.111
I -2.328619 2.842992 -0.051017 -0.208 -0.241 0.072
C -0.202031 -0.184273 -2.470826 -0.274 -0.107 0.358
O -1.034847 -0.003085 -1.498427 -0.050 0.091 -1.123
H -2.236079 -1.705452 -4.749792 -0.003 0.001 -0.012
H -2.728199 -0.317947 -3.747225 0.011 0.029 -0.002
H -2.371637 -1.846663 -2.976572 0.020 -0.026 0.007
H 2.171120 -1.096061 -5.288248 -0.015 -0.029 -0.056
H 3.744624 1.111854 -3.038777 0.004 0.006 0.006
H 4.025289 -0.185980 -4.191434 -0.040 0.025 -0.010
H 3.559505 -0.835942 -1.497492 -0.028 -0.072 -0.047
H 2.519179 1.554906 -1.384381 -0.141 0.137 -0.367
H 2.684729 3.539531 -1.139401 0.000 -0.043 0.024
H 2.549514 5.967967 -1.202544 0.010 0.008 0.002
H 0.384180 7.116432 -0.839085 -0.001 0.043 -0.002
H -1.645181 5.785744 -0.393666 -0.047 0.026 0.004
Cl -3.223269 -0.807364 3.248613 0.134 0.048 -0.137
C -2.066171 0.442167 3.667040 -0.326 -0.240 -0.099
C -1.217016 1.011109 2.713898 0.286 0.061 -0.235
C -0.429471 2.014491 3.271965 0.243 0.133 -0.081
Cl 0.723042 2.858501 2.236590 -0.073 -0.206 -0.008
C -0.433052 2.445188 4.595213 -0.053 -0.002 0.161
Cl 0.599850 3.715274 5.151054 -0.051 -0.073 -0.034
C -1.296938 1.825751 5.490611 0.097 0.069 -0.083
Cl -1.343731 2.315795 7.140480 -0.011 -0.036 -0.043
C -2.117156 0.811895 5.013635 -0.028 0.052 0.220
Cl -3.192944 0.038226 6.124621 0.064 0.059 -0.014
```
Positions in Å, forces in eV/Å.

Results
**Orbital gap (spin up / spin down)**: 6.97 / 6.99 eV
**E_HOMO (spin up / spin down)**: -8.533 / -8.574 eV
**Spin multiplicity**: 2
**Calculated total energy**: -140952.73151 eV
**Total charge**: 0

The molecule's Mulliken atomic charges, reported in e, are given here: atom 1 (Ti): -0.919, atom 2 (C): -1.278, atom 3 (C): -0.508, atom 4 (N): 0.888, atom 5 (N): 0.661, atom 6 (C): -0.448, atom 7 (B): -0.197, atom 8 (N): -0.191, atom 9 (C): -0.366, atom 10 (C): -1.372, atom 11 (C): -0.591, atom 12 (N): 1.271, atom 13 (N): -0.347, atom 14 (C): -0.239, atom 15 (C): -1.353, atom 16 (C): -0.106, atom 17 (N): 0.568, atom 18 (H): 0.502, atom 19 (H): 0.326, atom 20 (H): 0.475, atom 21 (H): -0.154, atom 22 (H): 0.482, atom 23 (H): 0.456, atom 24 (H): 0.552, atom 25 (H): 0.479, atom 26 (H): 0.436, atom 27 (H): 0.361, atom 28 (C): -1.206, atom 29 (C): 0.303, atom 30 (N): -0.623, atom 31 (C): -1.069, atom 32 (C): 0.222, atom 33 (C): -0.887, atom 34 (O): -0.555, atom 35 (C): 1.166, atom 36 (C): -1.132, atom 37 (N): 0.703, atom 38 (C): -0.027, atom 39 (C): -0.406, atom 40 (C): -0.928, atom 41 (C): -0.640, atom 42 (C): -0.727, atom 43 (C): 0.674, atom 44 (I): 0.421, atom 45 (C): 1.158, atom 46 (O): 0.406, atom 47 (H): 0.379, atom 48 (H): 0.301, atom 49 (H): 0.201, atom 50 (H): 0.331, atom 51 (H): 0.251, atom 52 (H): 0.417, atom 53 (H): 0.434, atom 54 (H): 0.375, atom 55 (H): 0.341, atom 56 (H): 0.401, atom 57 (H): 0.392, atom 58 (H): 0.402, atom 59 (Cl): -0.263, atom 60 (C): 1.336, atom 61 (C): -1.483, atom 62 (C): 1.378, atom 63 (Cl): -0.197, atom 64 (C): -0.737, atom 65 (Cl): -0.196, atom 66 (C): 0.675, atom 67 (Cl): -0.200, atom 68 (C): -0.594, atom 69 (Cl): -0.186